Molecular formula: C26H34BINO7PS3
Method: DFT, the ωB97M-V functional and the def2-TZVPD basis

The geometry in XYZ format:
```
74
Properties=species:S:1:pos:R:3:forces:R:3:lowdin_charge:R:1
C -1.27088 -1.72154 0.80797 0.2 0.2 1.0 -0.07
C -0.80297 -2.42371 2.13807 0.6 -0.1 -1.0 -0.14
B 0.77717 -2.33318 2.27544 -0.7 0.3 0.1 -0.48
O 1.56848 -3.40200 1.93979 -0.2 0.5 -0.2 0.15
C 1.42691 -0.96006 2.77238 -0.4 -1.7 0.1 -0.03
C 1.19426 -0.42969 4.04190 0.5 -0.2 0.1 -0.25
P 0.18568 -1.21834 5.31717 -1.8 0.6 1.0 0.23
O 0.32042 -2.82193 5.26150 0.8 0.7 -0.5 -0.17
O 0.82148 -0.83461 6.76530 0.7 -0.3 -0.9 -0.21
S -1.65368 -0.63594 5.33336 0.1 -0.2 -0.3 0.34
C 1.77751 0.78807 4.34913 -0.1 0.4 1.2 -0.08
C 2.58857 1.45454 3.47018 0.2 0.4 -0.1 -0.07
C 2.81243 0.89201 2.23453 0.6 0.5 -1.5 -0.42
C 2.23514 -0.30444 1.85987 0.0 -0.1 0.6 -0.23
N 2.44953 -0.88402 0.57668 0.1 0.4 -0.2 0.08
C 2.29718 0.06086 -0.50044 -0.1 -1.1 0.4 -0.26
C 1.52946 -0.31983 -1.56409 -0.2 0.2 -0.5 -0.04
C 1.34003 0.59294 -2.59317 -0.5 -1.6 -0.2 -0.52
S 0.31606 0.08758 -3.96913 0.0 0.4 -0.4 0.85
C 1.90720 1.84750 -2.56184 -0.1 0.9 -1.1 -0.24
C 1.59589 2.77929 -3.72261 -0.1 0.6 0.8 -0.07
C 2.71197 2.23568 -1.48562 -0.2 0.2 0.0 -0.27
C 3.39662 3.57668 -1.36822 0.6 -0.5 -0.6 -0.67
I 2.00956 5.07839 -0.62080 0.2 -0.2 -0.1 0.87
C 4.15505 4.05846 -2.62656 -0.6 1.3 0.4 -0.30
C 5.09747 5.21646 -2.24004 0.0 -0.4 -0.1 -0.13
C 2.87559 1.30873 -0.47081 0.6 0.3 1.3 -0.37
S 3.84040 1.67137 0.99994 -0.1 0.2 0.2 1.06
H -2.26045 -1.29032 0.98389 0.1 -0.2 -0.3 0.07
H -1.31382 -2.42373 -0.02710 0.1 0.2 0.0 0.07
H -0.59799 -0.87892 0.60301 -0.2 -0.2 -0.3 0.06
H -1.30883 -1.91718 2.96170 0.0 -0.4 0.0 0.03
H -1.04638 -3.49537 2.08062 -0.4 0.3 0.3 0.10
H 1.01554 -3.98052 1.39797 0.2 -0.4 0.3 0.11
H 1.22405 -3.05391 4.98405 -0.1 -0.3 0.2 0.09
H 1.34054 -0.02242 6.70696 0.0 -0.1 0.2 0.05
H 1.61164 1.27531 5.31045 -0.1 -0.1 -0.1 0.11
H 3.03288 2.40850 3.73520 -0.1 -0.1 -0.1 0.12
H 3.35004 -1.35315 0.51807 -0.1 0.0 0.1 0.15
H 1.06975 -1.30020 -1.61869 0.1 0.1 0.3 0.11
H 0.32103 -1.25763 -3.87178 0.2 0.3 0.4 -0.11
H 1.49847 3.79276 -3.31374 0.0 -0.1 -0.2 0.04
H 2.38086 2.80069 -4.48383 -0.2 -0.2 0.0 0.09
H 0.62398 2.55346 -4.16711 0.3 -0.1 -0.1 0.04
H 4.15052 3.50513 -0.58140 -0.3 0.1 0.0 0.02
H 3.42517 4.47999 -3.32104 0.2 -0.3 -0.2 0.08
H 4.68063 3.23460 -3.11998 -0.1 0.0 0.3 0.13
H 4.52236 6.10758 -1.97137 0.1 -0.2 0.0 0.04
H 5.69914 4.91404 -1.37445 0.1 0.2 -0.2 0.08
H 5.75455 5.49495 -3.06987 0.0 -0.1 0.2 0.07
O -1.78381 -1.45722 -6.62901 0.3 0.1 0.1 0.12
C -1.58972 -0.56209 -7.39830 -0.4 -0.2 0.1 -0.49
C -2.26618 -0.35183 -8.73829 0.5 0.2 -0.3 -0.07
C -1.35308 0.67294 -9.40311 -0.1 0.0 -0.2 -0.16
C -0.79383 1.42441 -8.20520 0.0 0.2 -0.2 -0.16
O -0.72800 0.45337 -7.14833 0.0 -0.1 -0.1 -0.01
H -3.26912 0.04221 -8.56802 0.0 -0.1 0.0 0.13
H -2.31492 -1.28170 -9.29796 -0.2 -0.1 0.2 0.13
H -1.85852 1.31931 -10.11864 0.0 0.0 0.1 0.12
H -0.54572 0.15870 -9.92750 0.0 0.0 0.0 0.12
H -1.44514 2.24118 -7.88557 0.0 0.0 0.0 0.13
H 0.20170 1.82104 -8.39307 0.0 -0.1 0.2 0.12
O -7.76799 -2.04244 5.14326 0.2 0.1 -0.1 0.12
C -6.78628 -2.52632 5.62551 -0.4 -0.2 0.0 -0.49
C -6.69215 -3.24895 6.95598 0.5 0.2 0.2 -0.08
C -5.18801 -3.27377 7.20497 -0.1 -0.1 0.2 -0.16
C -4.63157 -3.28012 5.79092 0.3 -0.1 0.1 -0.16
O -5.57957 -2.53210 5.00915 -0.1 0.0 0.1 0.03
H -7.10493 -4.25243 6.84113 -0.1 0.0 0.0 0.13
H -7.22732 -2.70582 7.73008 -0.3 -0.1 -0.1 0.12
H -4.85152 -4.11906 7.80323 0.0 0.0 -0.1 0.11
H -4.88551 -2.35860 7.71709 0.0 0.0 0.0 0.12
H -4.56013 -4.28930 5.37725 -0.1 0.0 0.0 0.13
H -3.65485 -2.80435 5.73302 -0.1 0.1 -0.2 0.08
```
Positions in Å, forces in eV/Å.

## Properties
**HOMO-LUMO gap**: 8.252 eV
**SMILES**: CCB(O)c1c(P(O)(O)=S)ccc2c1Nc1cc(S)c(C)c([C@H](I)CC)c1S2.O=C1CCCO1.O=C1CCCO1
**E**: -3451.2093 Ha
**Spin multiplicity**: 1
**Total charge**: 0
**HOMO level**: -8.14 eV

Molecular formula: C26H34Br3ClFN3O2
Method: DFT, the ωB97M-V functional and the def2-TZVPD basis

The geometry in XYZ format:
```
70
Properties=species:S:1:pos:R:3:forces:R:3:nbo_charge:R:1
C 1.91878 -3.54965 3.58393 -0.1 0.1 -0.3 -0.61
C 0.41947 -3.25342 3.64832 0.4 0.0 -0.2 -0.41
C 0.12547 -1.77502 3.42769 0.1 0.1 0.2 -0.21
N 0.32514 -1.38067 2.03055 -0.1 -0.3 -0.2 -0.66
C -0.58906 -0.44885 1.44638 0.0 0.1 0.2 0.15
C -0.06214 0.81365 1.16041 0.1 0.3 0.0 0.12
C 1.37268 1.16255 1.47120 -0.1 -0.2 0.2 -0.46
C 2.42637 0.33912 0.70056 -0.2 0.1 -0.4 -0.38
C 3.13522 1.17361 -0.38202 -0.3 -0.2 0.2 -0.43
C 2.35604 1.16289 -1.69211 0.2 0.2 0.3 -0.20
N 2.62003 -0.01341 -2.50397 -0.1 0.1 -0.1 -0.34
C 3.24224 -1.17147 -2.13774 0.1 -0.2 0.1 -0.08
C 3.27314 -2.00750 -3.22014 0.0 -0.2 -0.1 -0.31
C 2.64014 -1.33304 -4.29012 0.1 -0.2 -0.1 -0.30
C 2.25168 -0.11269 -3.81685 -0.1 0.1 -0.1 -0.06
C -0.92138 1.72458 0.57081 -0.2 -0.1 0.0 -0.17
C -2.24773 1.41929 0.28466 0.2 0.3 -0.2 -0.13
C -2.79182 0.18391 0.58524 -0.1 -0.1 0.2 0.02
C -4.22053 -0.13869 0.22518 0.0 -0.1 -0.3 -0.21
Cl -5.34473 0.89655 1.16912 0.0 0.1 0.2 -0.05
C -4.44165 -0.10185 -1.29934 -0.3 0.0 0.2 -0.40
C -5.87223 0.19236 -1.73838 0.1 -0.1 0.0 -0.61
C -1.93689 -0.75863 1.17682 0.0 -0.1 0.0 -0.05
C -2.44679 -2.13419 1.55103 0.1 0.1 0.4 0.19
C -3.41874 -2.13398 2.71731 -0.3 0.0 -0.1 -0.64
F -3.03939 -2.74953 0.44037 0.0 -0.1 0.0 -0.37
C -2.82378 2.61840 -0.42488 0.1 0.2 0.0 0.70
O -3.95890 2.96604 -0.56636 0.2 -0.4 -0.4 -0.49
N -1.70098 3.42181 -0.87149 0.0 -0.3 0.7 -0.53
C -1.28888 3.12017 -2.25571 0.0 0.4 -0.2 -0.41
C -0.65532 3.10770 0.07115 0.0 0.2 0.0 0.70
O 0.20612 3.87457 0.40419 0.1 -0.2 -0.4 -0.51
H 2.13590 -4.58510 3.83869 0.0 0.0 0.1 0.21
H 2.29066 -3.38703 2.57068 0.1 0.0 0.0 0.20
H 2.47668 -2.87999 4.23728 0.0 -0.1 0.1 0.21
H 0.01165 -3.56842 4.60768 0.0 0.0 0.0 0.21
H -0.06542 -3.83839 2.86079 -0.2 -0.1 0.2 0.19
H -0.87920 -1.52576 3.77466 -0.1 0.0 -0.1 0.18
H 0.82490 -1.21323 4.05498 -0.1 0.2 0.1 0.19
H 0.42406 -2.19506 1.43814 0.0 -0.1 0.0 0.37
H 1.50611 1.00892 2.54313 0.1 0.0 0.0 0.23
H 1.50519 2.22235 1.27859 0.1 0.1 0.1 0.24
H 1.91174 -0.48264 0.20333 0.1 -0.2 0.1 0.20
H 3.13557 -0.11163 1.39154 0.1 0.1 0.1 0.22
H 4.14553 0.80899 -0.56544 0.1 0.1 0.0 0.22
H 3.19944 2.20480 -0.03551 0.2 0.1 -0.1 0.22
H 1.28834 1.21193 -1.45965 -0.1 0.0 -0.1 0.18
H 2.62514 2.03930 -2.27980 -0.1 0.0 -0.1 0.21
H 3.63099 -1.35328 -1.15176 0.0 0.2 0.1 0.21
H 3.69471 -2.99754 -3.24829 0.1 0.0 0.1 0.22
H 2.50756 -1.71100 -5.28898 -0.1 0.1 -0.1 0.22
H 1.73242 0.68903 -4.31417 0.0 0.1 0.0 0.21
H -4.46832 -1.13456 0.55482 0.0 0.0 0.0 0.23
H -4.18533 -1.10580 -1.64165 0.3 0.0 -0.1 0.22
H -3.75013 0.60649 -1.75132 0.0 0.0 -0.1 0.20
H -6.58802 -0.33857 -1.11162 0.0 0.0 0.0 0.21
H -6.02117 -0.15950 -2.75856 0.0 0.1 -0.1 0.21
H -6.08831 1.25628 -1.68550 -0.1 0.0 0.0 0.23
H -1.60293 -2.76186 1.82767 0.0 0.0 -0.2 0.18
H -2.98022 -1.61873 3.56921 0.0 0.0 0.0 0.22
H -3.66680 -3.15452 3.00469 0.1 -0.1 0.0 0.22
H -4.34986 -1.62118 2.48288 0.0 0.1 0.0 0.23
H -0.93614 4.02779 -2.73826 0.0 0.0 0.0 0.22
H -2.14093 2.74230 -2.81704 -0.1 0.0 0.0 0.22
H -0.49345 2.37092 -2.28960 0.0 -0.1 0.0 0.19
C 6.21486 3.15520 -2.18169 0.0 -0.1 0.0 -0.50
Br 6.85302 3.07347 -0.37043 0.0 0.0 0.0 0.09
Br 6.07207 1.40404 -2.96509 0.0 0.0 0.0 0.10
Br 4.54041 4.09344 -2.29312 0.0 0.2 0.0 0.09
H 6.93769 3.71387 -2.75713 0.0 0.0 0.0 0.23
```
Positions in Å, forces in eV/Å.

## Properties
**HOMO-LUMO gap**: 7.980 eV
**E**: -9607.9651 Ha
**Spin multiplicity**: 1
**Total charge**: 0
**HOMO level**: -8.28 eV

Molecular formula: C26H34Br60NO6P
Method: DFT, the ωB97M-V functional and the def2-TZVPD basis

The geometry in XYZ format:
```
128
Properties=species:S:1:pos:R:3:forces:R:3:lowdin_charge:R:1
C 6.07309 -3.76232 -2.64398 0.4 0.7 0.1 -0.15
C 6.37606 -2.16420 -2.54625 0.5 -1.7 -2.8 -0.43
O 5.41248 -1.49822 -1.63335 -3.9 1.5 -9.5 -0.67
C 4.20539 -1.11974 -2.41741 -1.2 -0.8 0.5 -0.09
C 2.95601 -1.73011 -1.57074 1.2 -0.5 -1.1 -0.06
O 2.13301 -0.63983 -1.01609 2.7 -2.9 -1.7 -0.37
O 1.03101 -0.55401 -1.83256 -3.5 -1.5 -1.7 -0.10
C -0.04465 -1.36419 -1.29308 -2.0 -0.3 5.3 -0.40
O -0.36592 -1.20813 -0.05124 -0.3 -3.6 -8.1 -0.24
N -0.76539 -2.38654 -2.04191 -0.5 3.8 0.3 -0.21
C -1.99467 -2.85305 -1.32899 -1.3 -1.5 0.4 -0.14
P -1.14107 -1.89657 -3.70819 0.9 -0.8 -3.9 0.91
O -2.79502 -2.23771 -4.06999 1.4 0.6 1.2 -0.33
O -0.98208 -0.20995 -3.92212 -0.7 -1.5 0.7 -0.29
H 5.78799 -4.17932 -1.60471 0.3 0.8 -2.0 -0.04
H 7.02930 -4.32053 -2.95382 -1.4 1.0 0.3 0.07
H 5.28645 -3.94266 -3.44587 0.8 0.0 1.2 0.08
H 7.42797 -2.04941 -2.14586 -1.4 0.2 -1.1 0.01
H 6.37848 -1.71422 -3.60191 -0.3 -0.4 1.6 0.12
H 4.14718 0.01670 -2.50455 0.0 -1.6 0.1 0.13
H 4.19758 -1.64333 -3.44268 0.2 1.0 1.5 0.13
H 3.36577 -2.41668 -0.74200 -0.7 1.4 -1.0 0.15
H 2.34787 -2.38073 -2.30137 0.6 1.1 1.3 0.14
H -1.77367 -3.30457 -0.29908 -0.1 1.1 -1.6 0.09
H -2.82261 -2.06500 -1.29653 1.3 -1.0 0.3 0.08
H -2.42261 -3.72213 -1.95061 0.7 1.3 0.8 0.09
H -2.77811 -2.98277 -4.70484 0.1 0.5 0.5 0.05
H -0.68572 -0.11136 -4.85984 -0.2 -0.2 1.0 0.04
C 8.94052 1.27487 -3.12987 -0.1 0.0 -0.1 -1.56
Br 7.02190 1.53014 -3.00449 0.4 -0.1 -0.4 0.56
Br 9.83011 1.65061 -1.44791 -0.2 -0.1 -0.3 0.58
Br 9.39300 -0.48630 -3.80640 -0.1 0.7 0.4 0.52
H 9.31023 1.99886 -3.85481 -0.1 -0.2 0.2 -0.12
C 6.91645 -2.07293 1.69434 1.1 -0.8 0.0 -1.49
Br 5.27954 -1.82095 2.70465 0.2 0.0 -0.3 0.54
Br 6.59178 -1.97534 -0.23115 3.8 -1.0 10.9 0.96
Br 8.31164 -0.84751 2.26387 -0.1 -0.3 0.0 0.51
H 7.27310 -3.07968 1.91227 -0.1 0.3 0.3 -0.04
C 1.13190 1.33261 2.35212 0.6 0.4 -0.6 -1.52
Br -0.54067 1.42285 3.33857 0.3 0.0 -0.1 0.52
Br 2.62058 0.88181 3.51596 -0.2 0.1 -0.1 0.52
Br 1.01055 0.14907 0.80934 1.1 4.6 6.4 1.03
H 1.32474 2.33199 1.96338 -0.1 -0.1 0.4 -0.03
C -6.24511 -0.70761 -3.74937 0.1 -0.1 0.0 -1.59
Br -5.77994 -1.08949 -1.90672 -0.2 0.1 -0.3 0.54
Br -6.75253 -2.31096 -4.71512 0.1 0.3 0.2 0.57
Br -7.60526 0.66873 -3.87410 0.3 -0.2 0.0 0.55
H -5.34951 -0.31753 -4.22903 -0.2 -0.1 0.1 -0.03
C -2.97094 3.63930 5.91130 0.0 0.1 -0.1 -1.58
Br -2.48572 3.21740 7.74093 -0.1 0.0 -0.3 0.60
Br -3.48106 2.05540 4.91738 -0.1 0.3 0.3 0.54
Br -4.33564 5.01373 5.82619 0.3 -0.4 0.0 0.55
H -2.08134 4.04318 5.43120 -0.2 -0.1 0.1 -0.02
C 6.69488 2.98169 1.32852 0.0 0.0 -0.1 -1.57
Br 7.22612 2.45740 3.11805 -0.2 0.3 -0.3 0.55
Br 6.18122 1.45459 0.24940 -0.1 0.4 0.7 0.53
Br 5.31145 4.34150 1.35614 0.2 -0.2 0.0 0.56
H 7.56859 3.42610 0.85550 -0.2 -0.1 0.1 -0.03
C -6.63727 1.49539 2.56720 0.0 0.1 0.1 -1.60
Br -5.14084 0.75261 1.58321 -0.2 0.1 0.2 0.53
Br -7.43546 2.99409 1.63199 0.2 -0.3 0.2 0.55
Br -7.95000 0.14023 3.01588 0.2 0.2 -0.2 0.56
H -6.24278 1.87993 3.50625 -0.1 -0.1 -0.2 -0.07
C 8.11443 3.17876 -6.96961 0.1 0.0 -0.1 -1.57
Br 9.12369 1.53488 -7.17284 -0.2 0.2 0.1 0.56
Br 6.20310 2.85255 -6.95646 0.4 0.0 0.0 0.56
Br 8.68137 4.18306 -5.41153 -0.5 -0.2 -0.1 0.56
H 8.32743 3.79426 -7.84165 0.0 -0.2 0.2 -0.03
C -11.46473 1.54074 -0.09072 -0.1 0.1 0.0 -1.59
Br -11.34506 3.00676 1.17238 0.2 -0.3 -0.2 0.52
Br -9.79142 1.25673 -1.03017 -0.3 0.0 0.2 0.52
Br -12.10367 -0.08515 0.75177 0.1 0.3 -0.1 0.56
H -12.20422 1.82414 -0.83763 0.2 -0.1 0.2 -0.07
C 12.39687 -2.91694 -5.09081 0.2 0.0 0.0 -1.59
Br 13.19379 -3.42349 -3.39800 -0.2 0.2 -0.3 0.58
Br 10.46681 -3.09930 -5.07023 0.4 -0.5 -0.2 0.52
Br 12.92772 -1.13386 -5.63206 -0.1 -0.3 0.2 0.54
H 12.77422 -3.60922 -5.84068 -0.1 0.2 0.2 -0.03
C -4.01479 3.98729 11.18797 0.0 0.0 0.0 -1.62
Br -2.88432 3.62950 12.72189 -0.2 0.1 -0.2 0.54
Br -5.31742 2.57819 10.90990 0.2 0.3 0.1 0.55
Br -4.85314 5.73212 11.30049 0.1 -0.3 0.0 0.56
H -3.36896 4.00090 10.31250 -0.2 0.0 0.2 -0.10
C -4.81321 -5.17713 1.71250 -0.1 0.1 0.2 -1.60
Br -3.32649 -5.98410 0.76480 -0.3 0.1 0.1 0.57
Br -5.56741 -3.66873 0.74884 0.2 -0.3 0.1 0.54
Br -6.16824 -6.48866 2.16051 0.3 0.2 -0.1 0.54
H -4.42072 -4.79124 2.65133 -0.1 -0.1 -0.3 -0.02
C -10.79994 2.73308 -4.59472 0.1 -0.1 0.0 -1.63
Br -12.46145 3.08428 -3.65743 0.3 0.0 -0.2 0.58
Br -11.05373 2.67793 -6.51605 0.0 0.1 0.4 0.57
Br -9.40933 3.98547 -4.08697 -0.3 -0.2 -0.1 0.54
H -10.46505 1.74328 -4.28872 -0.1 0.2 0.0 -0.07
C 5.06190 -7.31166 -0.55803 -0.1 -0.1 0.0 -1.58
Br 5.87051 -7.13143 -2.31299 -0.1 -0.2 0.4 0.61
Br 5.93120 -8.68548 0.49792 -0.1 0.3 -0.2 0.57
Br 4.99063 -5.61949 0.38776 0.0 -0.4 0.0 0.62
H 4.03432 -7.63322 -0.71499 0.3 0.1 0.0 -0.03
C -4.85623 9.35122 5.38019 0.0 0.1 0.0 -1.61
Br -6.52164 9.48551 6.36432 0.3 -0.1 -0.2 0.56
Br -3.36306 8.93293 6.54442 -0.3 0.0 -0.2 0.55
Br -4.99141 8.10051 3.90439 0.0 0.2 0.3 0.54
H -4.66019 10.33132 4.95029 -0.1 -0.3 0.1 -0.03
C 2.51728 1.38286 -8.42453 0.1 0.1 0.0 -1.63
Br 3.54643 -0.08868 -7.69221 -0.2 0.2 -0.1 0.54
Br 2.89965 1.66319 -10.30423 -0.1 -0.1 0.4 0.57
Br 0.61780 1.16527 -8.09980 0.3 0.0 -0.1 0.55
H 2.82921 2.28293 -7.89830 -0.1 -0.2 -0.1 -0.04
C -6.70612 -10.86808 2.74588 0.0 -0.1 0.0 -1.61
Br -8.21304 -9.64956 2.66869 0.3 -0.2 0.0 0.54
Br -5.34108 -10.40845 1.44767 -0.3 -0.1 0.3 0.55
Br -5.98000 -11.00186 4.53864 -0.1 0.1 -0.3 0.56
H -7.08027 -11.85435 2.47912 0.1 0.3 0.1 -0.03
C -1.77938 -0.17738 14.75705 0.0 -0.1 0.0 -1.62
Br -3.43945 0.15529 15.70240 0.3 0.0 -0.2 0.55
Br -2.03688 -0.19588 12.83595 0.0 0.0 0.4 0.54
Br -0.38816 1.06659 15.28432 -0.3 -0.2 -0.1 0.55
H -1.44321 -1.17175 15.04342 -0.1 0.3 -0.1 -0.03
C 13.06069 3.36151 -6.38843 0.0 -0.1 -0.1 -1.59
Br 11.61504 4.48284 -7.02708 0.7 -0.1 -0.1 0.54
Br 14.74957 4.31219 -6.33737 -0.4 -0.2 0.0 0.58
Br 12.62556 2.55768 -4.67989 0.0 0.2 -0.2 0.55
H 13.17426 2.54852 -7.10296 0.0 0.2 0.2 -0.03
C -15.22911 4.74641 2.12896 -0.1 0.0 0.0 -1.61
Br -14.94574 2.87222 1.72301 -0.2 0.3 0.1 0.54
Br -13.94156 5.40510 3.42091 -0.2 -0.1 -0.3 0.55
Br -15.26007 5.83371 0.52355 0.1 -0.2 0.3 0.56
H -16.21201 4.82815 2.58831 0.3 0.0 -0.1 -0.03
```
Positions in Å, forces in eV/Å.

## Properties
**HOMO-LUMO gap**: 7.342 eV
**E**: -156298.8477 Ha
**Spin multiplicity**: 1
**Total charge**: 0
**HOMO level**: -7.99 eV

- What is the HOMO level in the third record?
  -7.99 eV

- Which value of HOMO level does entry 2 give?
  -8.28 eV